DFT (ωB97M-V/def2-TZVPD) results for a cluster of 2 separate species, C44H47N4S in total in a non-equilibrium geometry.

Last column: Löwdin charge in e.
Cartesian coordinates (Å):
C1 -7.842 -0.659 2.528  -0.043
N1 -6.897 0.428 2.785  -0.159
C2 -7.567 1.717 2.949  -0.046
C3 -5.500 0.285 2.793  -0.176
C4 -4.669 1.377 3.095  -0.004
C5 -3.305 1.285 3.025  0.002
C6 -2.676 0.076 2.672  -0.168
C7 -1.235 -0.035 2.532  -0.042
C8 -0.429 1.130 2.456  -0.004
C9 0.935 1.123 2.442  0.042
C10 1.780 2.283 2.477  -0.222
C11 3.167 2.114 2.579  -0.077
C12 4.006 3.200 2.703  -0.098
C13 3.481 4.478 2.731  -0.060
C14 2.119 4.671 2.598  -0.059
C15 1.274 3.591 2.467  -0.008
C16 -0.632 -1.377 2.513  -0.196
C17 0.265 -1.782 1.508  -0.024
C18 0.811 -3.034 1.516  0.001
C19 0.524 -3.939 2.552  -0.200
N2 1.124 -5.208 2.611  -0.184
C20 1.253 -5.923 3.881  -0.059
C21 1.452 -5.968 1.406  -0.049
C22 -0.369 -3.540 3.557  -0.011
C23 -0.947 -2.305 3.524  -0.026
C24 -3.510 -1.028 2.417  0.001
C25 -4.877 -0.928 2.466  0.003
H1 -7.426 -1.632 2.778  0.079
H2 -8.739 -0.516 3.128  0.093
H3 -8.141 -0.649 1.480  0.099
H4 -6.913 2.547 2.700  0.076
H5 -8.431 1.774 2.292  0.093
H6 -7.915 1.824 3.974  0.099
H7 -5.114 2.311 3.400  0.103
H8 -2.715 2.146 3.285  0.113
H9 -0.925 2.082 2.452  0.091
H10 1.426 0.168 2.468  0.117
H11 3.580 1.120 2.554  0.118
H12 5.072 3.052 2.765  0.113
H13 4.133 5.326 2.867  0.113
H14 1.719 5.669 2.593  0.110
H15 0.217 3.755 2.357  0.107
H16 0.496 -1.097 0.709  0.107
H17 1.499 -3.324 0.740  0.112
H18 1.263 -5.222 4.714  0.085
H19 0.424 -6.615 4.012  0.090
H20 2.185 -6.484 3.910  0.090
H21 0.950 -5.542 0.539  0.078
H22 2.527 -5.963 1.238  0.089
H23 1.119 -6.998 1.513  0.088
H24 -0.636 -4.238 4.332  0.109
H25 -1.648 -2.021 4.290  0.125
H26 -3.060 -1.976 2.164  0.121
H27 -5.478 -1.785 2.234  0.100
C26 -0.347 1.400 -5.960  -0.069
C27 -0.528 0.734 -4.592  -0.381
C28 -2.002 0.769 -4.183  -0.060
C29 0.399 1.367 -3.516  -0.198
C30 1.836 1.517 -4.031  -0.114
N3 2.791 1.679 -2.932  -0.038
C31 4.050 2.290 -3.159  -0.220
C32 4.629 2.744 -1.972  -0.444
C33 5.826 3.432 -2.006  -0.089
C34 6.436 3.684 -3.219  -0.085
C35 5.864 3.236 -4.405  -0.077
C36 4.676 2.532 -4.382  -0.016
S1 3.617 2.361 -0.574  1.109
C37 2.367 1.619 -1.600  -0.552
N4 1.257 1.132 -1.173  0.079
C38 0.377 0.600 -2.148  -0.290
C39 0.557 -0.896 -2.291  -0.190
C40 -0.463 -1.776 -1.951  -0.056
C41 -0.301 -3.136 -2.107  -0.086
C42 0.882 -3.637 -2.618  -0.092
C43 1.909 -2.772 -2.940  -0.067
C44 1.747 -1.415 -2.769  -0.028
H28 -0.536 2.472 -5.897  0.088
H29 0.664 1.266 -6.350  0.072
H30 -1.037 0.985 -6.697  0.083
H31 -0.223 -0.322 -4.692  0.140
H32 -2.335 1.793 -4.013  0.086
H33 -2.636 0.345 -4.962  0.083
H34 -2.194 0.209 -3.269  0.058
H35 0.020 2.382 -3.320  0.156
H36 2.127 0.653 -4.634  0.126
H37 1.931 2.392 -4.683  0.131
H38 6.256 3.777 -1.083  0.106
H39 7.355 4.246 -3.252  0.105
H40 6.341 3.449 -5.347  0.107
H41 4.227 2.182 -5.297  0.109
H42 -0.629 0.754 -1.722  0.134
H43 -1.389 -1.391 -1.556  0.108
H44 -1.103 -3.809 -1.845  0.105
H45 0.993 -4.695 -2.785  0.102
H46 2.833 -3.156 -3.344  0.107
H47 2.551 -0.739 -2.994  0.105

Summary:
Charge: +1
LUMO level: -4.244 eV
Energy: -63180.989 eV

DFT (ωB97M-V/def2-TZVPD) results for a structure of composition C44H47N9OPS3SbTi in a non-equilibrium geometry.

Last column: Löwdin charge in e.
Cartesian coordinates (Å):
Ti1 -0.466 0.258 0.564  0.170
N1 -3.740 1.784 -1.460  0.123
C1 -3.115 1.423 -2.634  -0.051
C2 -1.996 0.740 -2.267  -0.113
N2 -1.939 0.667 -0.893  -0.028
C3 -2.992 1.308 -0.450  -0.267
C4 -3.153 1.429 0.993  -0.262
N3 -2.212 0.940 1.755  -0.008
C5 -2.637 1.090 3.051  -0.101
C6 -3.853 1.701 3.055  -0.051
N4 -4.171 1.911 1.729  0.126
H1 -4.614 2.276 -1.386  0.159
H2 -3.517 1.673 -3.600  0.118
H3 -1.226 0.293 -2.873  0.080
H4 -2.044 0.735 3.877  0.123
H5 -4.509 1.994 3.856  0.117
H6 -5.025 2.319 1.390  0.159
S1 -1.220 -1.911 1.494  0.577
C7 0.262 -2.503 2.234  -0.635
C8 0.410 -3.873 2.459  -0.066
C9 1.557 -4.394 3.028  -0.195
C10 1.679 -5.825 3.206  -0.182
N5 1.767 -6.964 3.334  0.174
C11 2.589 -3.527 3.401  -0.195
C12 2.449 -2.166 3.186  -0.060
C13 1.305 -1.628 2.593  -0.643
S2 1.231 0.101 2.278  0.607
C14 3.803 -4.028 4.009  -0.176
N6 4.768 -4.408 4.504  0.157
H7 -0.380 -4.548 2.155  0.118
H8 3.256 -1.502 3.467  0.112
S3 0.808 -0.692 -1.085  0.139
Sb1 -0.812 -2.763 -1.441  1.329
C15 -2.460 -4.213 -1.457  -0.357
C16 -3.091 -4.518 -0.250  -0.150
C17 -4.116 -5.456 -0.211  -0.090
C18 -4.533 -6.083 -1.379  -0.099
C19 -3.921 -5.770 -2.585  -0.091
C20 -2.888 -4.837 -2.627  -0.122
C21 -0.426 -2.812 -3.564  -0.380
C22 -1.391 -2.329 -4.450  -0.168
C23 -1.146 -2.274 -5.819  -0.099
C24 0.077 -2.698 -6.318  -0.100
C25 1.049 -3.176 -5.447  -0.086
C26 0.800 -3.233 -4.080  -0.110
C27 0.665 -4.174 -0.778  -0.353
C28 1.969 -3.794 -0.460  -0.152
C29 2.886 -4.732 0.005  -0.083
C30 2.516 -6.061 0.161  -0.103
C31 1.225 -6.451 -0.162  -0.085
C32 0.309 -5.517 -0.632  -0.114
H9 -2.777 -4.026 0.663  0.043
H10 -4.588 -5.700 0.733  0.100
H11 -5.332 -6.813 -1.349  0.098
H12 -4.239 -6.260 -3.498  0.100
H13 -2.405 -4.622 -3.573  0.085
H14 -2.355 -1.997 -4.074  0.092
H15 -1.911 -1.908 -6.494  0.097
H16 0.273 -2.660 -7.383  0.098
H17 2.005 -3.507 -5.834  0.101
H18 1.567 -3.610 -3.414  0.094
H19 2.264 -2.756 -0.538  0.035
H20 3.890 -4.415 0.262  0.108
H21 3.224 -6.785 0.545  0.105
H22 0.921 -7.483 -0.034  0.105
H23 -0.694 -5.848 -0.863  0.086
O1 -0.134 2.316 0.404  -0.366
P1 0.651 3.569 0.681  0.552
N7 0.239 4.760 -0.400  -0.184
C33 -1.195 5.092 -0.507  -0.191
C34 -1.263 6.026 -1.725  -0.155
C35 0.027 5.737 -2.527  -0.156
C36 0.686 4.569 -1.794  -0.194
N8 2.239 3.280 0.536  -0.169
C37 2.777 2.181 -0.301  -0.215
C38 4.226 2.604 -0.460  -0.160
C39 4.580 3.127 0.938  -0.149
C40 3.276 3.755 1.472  -0.164
N9 0.301 4.239 2.127  -0.166
C41 0.686 5.641 2.452  -0.190
C42 1.146 5.566 3.903  -0.170
C43 0.284 4.440 4.477  -0.160
C44 0.279 3.404 3.358  -0.186
H24 -1.554 5.549 0.414  0.106
H25 -1.782 4.181 -0.687  0.102
H26 -1.292 7.068 -1.409  0.103
H27 -2.163 5.837 -2.311  0.101
H28 0.686 6.604 -2.505  0.106
H29 -0.169 5.494 -3.570  0.106
H30 1.773 4.581 -1.852  0.113
H31 0.326 3.609 -2.189  0.119
H32 2.227 2.087 -1.235  0.094
H33 2.698 1.228 0.225  0.051
H34 4.304 3.407 -1.197  0.108
H35 4.864 1.780 -0.776  0.115
H36 5.395 3.848 0.923  0.106
H37 4.877 2.297 1.579  0.113
H38 3.324 4.845 1.476  0.105
H39 3.074 3.418 2.490  0.101
H40 -0.189 6.290 2.362  0.108
H41 1.443 6.023 1.772  0.099
H42 1.010 6.516 4.417  0.112
H43 2.202 5.294 3.958  0.107
H44 -0.729 4.807 4.664  0.114
H45 0.675 4.023 5.404  0.115
H46 -0.595 2.758 3.366  0.086
H47 1.161 2.761 3.419  0.074

Summary:
Energy relative to the best compared isomer or geometry (same formula, charge and spin): 0.0000 eV
Charge: 0
LUMO level (spin up / spin down): -0.644 / -0.656 eV
Energy: -133301.923 eV
<S²>: 2.012
Spin multiplicity: 3

DFT (ωB97M-V/def2-TZVPD) results for a structure of composition C44H48BiFN12O4 in a non-equilibrium geometry.

Last column: Löwdin charge in e.
Cartesian coordinates (Å):
Bi1 0.542 1.212 1.444  2.038
O1 4.882 0.778 2.090  0.011
C1 3.639 0.750 2.303  -0.515
N1 2.732 0.394 1.429  -0.145
C2 3.282 0.137 0.113  -0.172
C3 3.261 1.473 -0.680  -0.275
C4 4.305 2.414 -0.685  0.013
C5 4.077 3.582 -1.430  -0.039
C6 2.878 3.760 -2.132  -0.047
C7 2.034 2.663 -2.209  -0.144
N2 2.185 1.602 -1.439  0.088
C8 3.218 1.396 3.596  -0.206
C9 4.180 1.756 4.553  0.004
C10 3.765 2.125 5.805  -0.020
C11 2.378 2.430 5.957  -0.026
C12 1.510 2.217 4.901  -0.139
N3 1.947 1.767 3.734  -0.002
H1 4.337 -0.173 0.225  0.123
H2 2.654 -0.593 -0.429  0.100
H3 5.293 2.190 -0.259  0.126
H4 4.845 4.268 -1.587  0.092
H5 2.559 4.731 -2.539  0.119
H6 1.163 2.701 -2.863  0.109
H7 5.269 1.618 4.422  0.137
H8 4.484 2.234 6.632  0.127
H9 1.981 2.800 6.893  0.109
H10 0.436 2.370 4.991  0.102
C13 -2.762 -1.340 -5.694  -0.052
C14 -1.461 -0.601 -5.331  -0.191
N4 -1.012 -0.679 -3.953  -0.024
C15 -1.209 0.395 -3.170  0.039
C16 -0.827 0.445 -1.851  -0.036
C17 -1.286 1.725 -1.175  -0.589
O2 -1.694 2.650 -1.928  -0.003
O3 -1.339 1.847 0.113  -0.294
C18 -0.248 -0.707 -1.194  -0.250
O4 0.236 -0.687 0.008  -0.215
C19 -0.116 -1.899 -2.011  -0.054
C20 0.427 -3.076 -1.485  0.097
C21 0.610 -4.169 -2.342  -0.141
F1 1.225 -5.269 -1.809  0.053
C22 0.199 -4.209 -3.722  -0.133
C23 -0.394 -3.004 -4.187  0.059
C24 -0.531 -1.902 -3.380  -0.083
N5 0.271 -5.310 -4.571  -0.093
C25 0.172 -6.628 -4.015  -0.140
C26 -0.277 -7.660 -5.100  -0.044
N6 0.605 -7.546 -6.380  0.077
C27 0.621 -6.128 -6.907  -0.092
C28 1.027 -5.122 -5.857  -0.093
H11 -3.074 -0.954 -6.649  0.079
H12 -3.481 -1.126 -4.890  0.097
H13 -2.721 -2.417 -5.791  0.059
H14 -1.742 0.486 -5.477  0.140
H15 -0.582 -0.744 -5.963  0.130
H16 -1.640 1.287 -3.660  0.158
H17 0.737 -3.066 -0.439  0.141
H18 -0.590 -2.978 -5.231  0.096
H19 -0.649 -6.650 -3.292  0.150
H20 1.089 -6.944 -3.517  0.127
H21 -1.314 -7.430 -5.364  0.140
H22 -0.149 -8.656 -4.700  0.133
H23 0.263 -8.252 -7.047  0.192
H24 1.524 -7.814 -5.989  0.188
H25 -0.400 -5.941 -7.189  0.132
H26 1.177 -6.086 -7.847  0.147
H27 0.835 -4.118 -6.260  0.133
H28 2.105 -5.182 -5.687  0.137
C29 -3.751 3.835 4.899  -0.044
C30 -3.679 2.351 4.594  -0.619
C31 -4.740 1.813 3.569  -0.042
C32 -3.915 1.556 5.832  -0.070
N7 -2.299 2.080 4.071  -0.098
N8 -1.843 2.628 2.845  -0.021
H29 -4.312 3.906 5.853  0.089
H30 -4.195 4.500 4.174  0.071
H31 -2.691 4.226 5.083  0.105
H32 -5.743 2.093 3.887  0.082
H33 -4.696 0.717 3.535  0.078
H34 -4.670 2.299 2.592  0.068
H35 -4.963 1.555 6.146  0.101
H36 -3.350 1.967 6.679  0.094
H37 -3.576 0.539 5.725  0.074
H38 -2.094 1.104 4.030  0.071
H39 -1.754 3.645 2.877  0.080
H40 -2.433 2.389 2.027  0.061
N9 2.670 8.378 2.447  0.186
C33 2.010 7.530 2.034  -0.191
C34 1.187 6.553 1.445  -0.196
C35 -0.007 6.986 0.859  0.000
C36 -0.892 6.049 0.361  -0.036
C37 -0.494 4.724 0.275  -0.111
N10 0.608 4.304 0.940  0.023
C38 1.457 5.155 1.434  -0.095
H41 -0.321 8.036 0.931  0.138
H42 -1.898 6.299 0.005  0.123
H43 -1.096 3.943 -0.290  0.097
H44 2.371 4.828 1.884  0.116
N11 -1.636 -6.027 3.445  0.197
C39 -1.290 -4.904 3.468  -0.158
C40 -0.919 -3.549 3.325  -0.210
C41 0.358 -3.115 3.626  0.024
C42 0.684 -1.762 3.377  -0.091
N12 -0.180 -0.933 2.794  -0.047
C43 -1.391 -1.419 2.395  -0.135
C44 -1.854 -2.667 2.706  0.026
H45 1.155 -3.771 4.075  0.152
H46 1.600 -1.306 3.757  0.119
H47 -2.074 -0.653 1.986  0.122
H48 -2.808 -3.024 2.399  0.122

Summary:
Energy relative to the best compared isomer or geometry (same formula, charge and spin): 2.8989 eV
Charge: +2
LUMO level: -5.085 eV
Energy: -81020.323 eV

DFT (ωB97M-V/def2-TZVPD) results for a structure of composition C44H48BrHfN3O8S3Si in a non-equilibrium geometry.

Last column: Löwdin charge in e.
Cartesian coordinates (Å):
Hf1 -0.788 -0.049 0.119  1.624
S1 -4.099 4.661 2.577  1.091
C1 -5.072 6.032 2.919  -0.396
C2 -5.511 6.649 1.790  -0.185
C3 -5.058 6.016 0.620  -0.117
C4 -4.270 4.919 0.866  -0.449
C5 -3.609 4.064 -0.092  -0.177
C6 -2.753 3.027 0.340  -0.110
N1 -2.030 2.273 -0.452  0.010
C7 -2.160 2.451 -1.785  -0.174
C8 -3.039 3.411 -2.337  -0.116
C9 -3.162 3.531 -3.754  -0.009
C10 -2.457 2.730 -4.585  -0.013
C11 -1.561 1.749 -4.064  -0.117
C12 -0.861 0.870 -4.894  0.046
C13 -0.019 -0.083 -4.341  -0.172
C14 0.116 -0.092 -2.935  -0.046
N2 -0.547 0.713 -2.134  0.018
C15 -1.397 1.616 -2.665  -0.158
C16 0.663 -1.057 -5.155  -0.464
C17 1.264 -2.218 -4.747  -0.124
C18 1.790 -2.974 -5.811  -0.165
C19 1.584 -2.387 -7.020  -0.404
S2 0.744 -0.898 -6.887  1.057
C20 -3.753 4.234 -1.459  0.073
H1 -5.250 6.313 3.937  0.061
H2 -6.134 7.524 1.786  0.101
H3 -5.301 6.371 -0.364  0.105
H4 -2.657 2.846 1.403  0.098
H5 -3.835 4.282 -4.143  0.117
H6 -2.554 2.812 -5.658  0.117
H7 -0.987 0.933 -5.966  0.103
H8 0.827 -0.749 -2.447  0.107
H9 1.281 -2.529 -3.721  0.079
H10 2.287 -3.919 -5.681  0.103
H11 1.868 -2.736 -7.993  0.061
H12 -4.405 4.993 -1.866  0.122
Br1 0.843 2.759 -0.025  0.920
C21 0.021 3.261 1.661  -0.536
C22 -0.077 4.589 1.968  -0.124
C23 -0.664 4.978 3.181  -0.102
C24 -1.052 4.032 4.087  -0.070
C25 -0.901 2.657 3.810  -0.171
C26 -1.235 1.680 4.767  -0.034
C27 -1.104 0.354 4.462  -0.061
C28 -0.731 -0.038 3.167  -0.130
C29 -0.412 0.856 2.151  -0.236
C30 -0.428 2.236 2.525  -0.245
H13 0.302 5.333 1.290  0.099
H14 -0.778 6.028 3.399  0.106
H15 -1.479 4.328 5.035  0.112
H16 -1.605 1.998 5.731  0.110
H17 -1.338 -0.398 5.200  0.103
H18 -0.701 -1.098 2.947  0.058
O1 -1.394 -3.065 -2.825  0.100
C31 -1.285 -2.479 -1.809  -0.499
N3 -1.192 -1.939 -0.762  0.005
C32 1.931 -4.317 1.823  -0.022
C33 0.609 -3.556 1.909  -0.608
C34 0.174 -3.493 3.380  -0.030
C35 -0.479 -4.268 1.099  -0.025
O2 0.747 -2.222 1.401  -0.141
Si1 1.895 -1.632 0.352  0.028
O3 1.148 -0.348 -0.217  -0.391
O4 2.209 -2.807 -0.736  -0.098
C36 3.361 -3.216 -1.462  -0.609
C37 3.894 -2.037 -2.282  -0.009
C38 4.479 -3.698 -0.531  -0.023
C39 2.909 -4.378 -2.365  -0.011
O5 3.353 -1.331 1.023  -0.100
C40 3.879 -0.359 1.912  -0.626
C41 3.908 -0.978 3.312  -0.016
C42 5.303 -0.042 1.433  -0.021
C43 3.051 0.920 1.921  -0.049
H19 1.858 -5.284 2.314  0.096
H20 2.711 -3.730 2.298  0.086
H21 2.186 -4.460 0.781  0.061
H22 0.162 -4.500 3.791  0.087
H23 -0.825 -3.076 3.475  0.075
H24 0.872 -2.892 3.957  0.084
H25 -0.656 -5.266 1.495  0.090
H26 -0.181 -4.336 0.057  0.077
H27 -1.403 -3.693 1.140  0.074
H28 4.131 -1.224 -1.601  0.081
H29 3.146 -1.681 -2.984  0.064
H30 4.788 -2.325 -2.831  0.092
H31 4.682 -2.923 0.198  0.068
H32 5.367 -3.914 -1.119  0.092
H33 4.191 -4.602 -0.003  0.075
H34 1.867 -4.246 -2.641  0.074
H35 2.993 -5.326 -1.841  0.081
H36 3.521 -4.428 -3.260  0.081
H37 4.500 -1.890 3.303  0.086
H38 2.889 -1.214 3.611  0.079
H39 4.340 -0.287 4.031  0.086
H40 5.882 -0.955 1.326  0.080
H41 5.806 0.611 2.142  0.086
H42 5.260 0.449 0.463  0.083
H43 2.007 0.673 2.107  0.051
H44 3.114 1.398 0.950  0.044
H45 3.421 1.603 2.683  0.100
C44 -4.653 -1.537 0.150  -0.095
S3 -3.660 -0.043 0.046  0.462
O6 -2.626 -0.163 1.105  -0.427
O7 -4.540 1.079 0.247  -0.272
O8 -2.973 -0.043 -1.235  -0.348
H46 -4.859 -1.725 1.194  0.068
H47 -4.066 -2.330 -0.288  0.055
H48 -5.569 -1.364 -0.397  0.068

Summary:
Energy relative to the best compared isomer or geometry (same formula, charge and spin): 1.0357 eV
Charge: 0
LUMO level: -0.758 eV
Energy: -179001.918 eV